No. 1
{"formula": "C19H23N2", "method": "wB97M-V/def2-TZVPD", "de_lowest_kcal_mol": 13.4, "total_charge": 1, "e_tot_ev": -23049.8653, "gap_ev": 5.25, "species": ["N", "N", "C", "C", "C", "C", "C", "C", "C", "C", "C", "C", "C", "C", "C", "C", "C", "C", "C", "C", "C", "H", "H", "H", "H", "H", "H", "H", "H", "H", "H", "H", "H", "H", "H", "H", "H", "H", "H", "H", "H", "H", "H", "H"], "positions_angstrom": [[-3.078, -1.047, 4.866], [-4.365, -2.518, 5.967], [2.419, 0.241, 1.303], [0.286, 3.351, 1.302], [-5.400, -3.533, 6.180], [-0.814, -1.669, 1.312], [-1.683, 1.225, 1.165], [-1.568, -0.473, 8.203], [1.995, 1.567, 1.293], [-3.510, -1.958, 6.909], [-2.358, -1.391, 8.912], [-1.731, -0.291, 6.856], [-2.862, 0.333, 1.279], [3.868, -0.110, 1.297], [-0.346, 0.871, 1.258], [-4.044, -1.920, 4.757], [-3.326, -2.132, 8.288], [0.107, -0.498, 1.313], [0.659, 1.907, 1.274], [-2.714, -1.040, 6.186], [1.458, -0.765, 1.320], [-1.892, 2.265, 0.976], [4.371, 0.285, 2.182], [-0.286, 3.635, 0.420], [2.734, 2.349, 1.303], [-1.440, -1.677, 0.419], [4.004, -1.193, 1.293], [-2.951, -0.350, 0.432], [-3.935, -2.835, 8.829], [-0.301, 3.592, 2.188], [-2.206, -1.509, 9.970], [-4.543, -2.144, 3.823], [-0.819, 0.094, 8.728], [4.367, 0.290, 0.412], [1.173, 3.982, 1.325], [-1.444, -1.690, 2.202], [-3.791, 0.903, 1.323], [-2.822, -0.256, 2.197], [-1.130, 0.408, 6.301], [-0.247, -2.600, 1.305], [1.785, -1.792, 1.315], [-5.440, -3.832, 7.226], [-5.187, -4.412, 5.573], [-6.372, -3.137, 5.892]]}

---

No. 2
{"formula": "C28H50Cl16O4", "method": "wB97M-V/def2-TZVPD", "smiles": "CCC1=C(CCCCCOC)C(=O)OC1=O.ClCCCl.ClCCCl.ClCCCl.ClCCCl.ClCCCl.ClCCCl.ClCCCl.ClCCCl", "e_tot_ev": -238396.1180, "gap_ev": 9.55, "species": ["Cl", "Cl", "Cl", "Cl", "Cl", "Cl", "Cl", "Cl", "Cl", "Cl", "Cl", "Cl", "Cl", "Cl", "Cl", "Cl", "O", "O", "O", "O", "C", "C", "C", "C", "C", "C", "C", "C", "C", "C", "C", "C", "C", "C", "C", "C", "C", "C", "C", "C", "C", "C", "C", "C", "C", "C", "C", "C", "H", "H", "H", "H", "H", "H", "H", "H", "H", "H", "H", "H", "H", "H", "H", "H", "H", "H", "H", "H", "H", "H", "H", "H", "H", "H", "H", "H", "H", "H", "H", "H", "H", "H", "H", "H", "H", "H", "H", "H", "H", "H", "H", "H", "H", "H", "H", "H", "H", "H"], "positions_angstrom": [[-1.456, -3.951, 7.860], [0.973, 1.318, -8.091], [4.349, -2.038, 3.822], [7.406, 2.695, -12.274], [-4.026, -1.937, 6.888], [4.236, 3.708, -11.582], [-1.826, -4.237, 0.882], [2.162, -1.203, -4.134], [2.655, -5.502, -0.843], [5.226, -0.094, -3.159], [1.605, -3.659, 3.603], [5.494, -1.696, 0.645], [-1.581, -2.680, 4.304], [-1.680, -7.342, -0.510], [4.032, 2.442, -7.133], [3.828, -5.178, -4.025], [-7.981, 2.044, 3.406], [0.447, 3.555, 3.422], [0.342, 2.670, 1.341], [-0.341, 0.826, 0.284], [-0.181, 3.188, 2.503], [-2.608, 0.413, 2.319], [-1.604, 1.507, 2.189], [-0.533, -6.635, 0.659], [4.551, -0.064, -4.811], [3.355, 2.461, -8.789], [-1.215, -5.726, 1.647], [5.741, 4.621, -11.287], [3.448, -3.860, -2.882], [-5.096, 4.341, 2.707], [3.754, -4.236, -1.456], [-4.154, -3.528, 7.678], [-7.379, 3.208, 2.897], [-3.930, 3.427, 2.301], [-7.721, 0.877, 2.654], [-6.071, 3.553, 3.624], [6.779, 4.360, -12.348], [-1.610, 2.763, 2.646], [-2.745, 3.514, 3.271], [-3.037, -3.766, 8.662], [1.869, 2.696, -8.784], [-0.434, 1.478, 1.265], [5.140, -0.385, 1.798], [-0.092, -1.743, 4.570], [-3.014, 0.305, 3.818], [3.062, 0.179, -4.816], [5.458, -0.780, 3.217], [0.942, -2.010, 3.506], [4.802, -1.007, -5.291], [-5.676, 4.607, 1.827], [-3.595, 3.665, 1.296], [-5.650, 2.594, 3.908], [-7.220, 3.179, 1.818], [3.611, 1.517, -9.265], [-4.749, 5.223, 3.233], [4.094, -0.110, 1.684], [-3.489, 0.525, 1.706], [7.626, 5.027, -12.201], [6.474, -1.155, 3.309], [0.282, -1.980, 5.563], [-0.373, -0.689, 4.552], [-8.633, 0.295, 2.575], [-2.953, -0.724, 4.157], [-8.085, 4.018, 3.069], [-7.358, 1.076, 1.647], [-2.063, -0.506, 2.141], [-3.223, -4.688, 9.211], [-2.957, -2.951, 9.377], [-3.023, 3.188, 4.266], [0.237, -6.110, 0.100], [4.051, -3.005, -3.173], [0.531, -1.873, 2.507], [2.402, -3.601, -3.006], [-2.462, 4.559, 3.217], [5.752, 0.468, 1.507], [-6.981, 0.255, 3.161], [1.517, 2.823, -9.807], [3.627, -3.366, -0.814], [-4.342, 2.425, 2.246], [-6.309, 4.139, 4.502], [-4.029, 0.658, 3.978], [2.714, 0.312, -5.837], [-2.365, 0.892, 4.457], [6.107, 4.355, -10.298], [-0.067, -7.466, 1.187], [-0.507, -5.418, 2.416], [1.609, 3.586, -8.216], [4.774, -4.597, -1.347], [5.057, 0.735, -5.345], [2.796, 1.067, -4.248], [1.781, -1.327, 3.630], [-5.110, -3.549, 8.198], [5.349, 0.084, 3.872], [-4.169, -4.289, 6.901], [6.378, 4.525, -13.345], [-2.053, -6.222, 2.131], [3.854, 3.265, -9.335], [5.475, 5.677, -11.283]]}

---

No. 3
{"formula": "C3H6O2", "method": "wB97M-V/def2-TZVPD", "smiles": "COCC=O", "de_lowest_kcal_mol": 38.5, "e_tot_ev": -7302.0083, "gap_ev": 10.64, "species": ["O", "O", "C", "C", "C", "H", "H", "H", "H", "H", "H"], "positions_angstrom": [[-0.674, -0.336, 0.750], [2.725, -0.411, -0.273], [-1.416, 0.657, 0.078], [0.391, -0.866, 0.011], [1.631, 0.013, 0.010], [-1.566, 0.390, -0.980], [0.661, -1.829, 0.458], [0.102, -1.053, -1.041], [-0.934, 1.645, 0.132], [1.469, 1.081, 0.284], [-2.390, 0.709, 0.572]]}

---

No. 4
{"formula": "C6H13N3", "method": "wB97M-V/def2-TZVPD", "de_lowest_kcal_mol": 114.1, "e_tot_ev": -10898.4657, "gap_ev": [8.26, 6.66], "species": ["N", "N", "N", "C", "C", "C", "C", "C", "C", "H", "H", "H", "H", "H", "H", "H", "H", "H", "H", "H", "H", "H"], "positions_angstrom": [[0.739, 0.807, -1.701], [-1.831, -0.243, -1.015], [-1.239, -1.012, 1.089], [-1.011, -0.302, -0.086], [0.541, 0.362, -0.205], [-0.849, -0.557, 2.417], [1.560, -0.748, 0.056], [-0.031, 0.250, -2.692], [0.528, 1.472, 0.661], [-0.185, 0.875, -3.567], [1.455, -1.538, -0.687], [1.441, -1.194, 1.040], [1.205, 1.548, 1.499], [2.564, -0.333, -0.019], [-0.988, 0.518, 2.565], [-1.470, -1.087, 3.141], [0.772, 1.820, -1.732], [-2.177, -1.384, 1.069], [0.188, -0.795, -2.904], [0.191, -0.787, 2.643], [-0.172, 2.280, 0.497], [-1.229, 0.048, -2.069]]}

---

No. 5
{"formula": "C4H11NOS", "method": "wB97M-V/def2-TZVPD", "smiles": "OCNCCCS", "de_lowest_kcal_mol": 56.1, "e_tot_ev": -18697.4870, "gap_ev": 9.60, "species": ["S", "O", "N", "C", "C", "C", "C", "H", "H", "H", "H", "H", "H", "H", "H", "H", "H", "H"], "positions_angstrom": [[2.134, 0.736, -1.662], [-1.693, -2.723, -0.626], [-0.429, -0.709, -0.203], [1.245, 1.703, -0.352], [1.019, 1.117, 1.057], [-1.717, -1.364, -0.428], [-0.175, 0.148, 1.006], [-0.783, -3.004, -0.647], [1.911, 0.670, 1.442], [0.821, 2.083, 1.682], [1.112, -0.176, -1.913], [0.255, 1.869, -0.666], [-2.162, -0.938, -1.409], [1.807, 2.596, -0.379], [-2.408, -1.169, 0.447], [-0.169, -0.407, 1.935], [-1.195, 0.810, 1.108], [0.431, -1.243, -0.392]]}

---

No. 6
{"formula": "C2H7S2", "method": "wB97M-V/def2-TZVPD", "de_lowest_kcal_mol": 27.7, "total_charge": -1, "e_tot_ev": -23858.0121, "gap_ev": 6.77, "species": ["S", "S", "C", "C", "H", "H", "H", "H", "H", "H", "H"], "positions_angstrom": [[1.914, -1.903, -0.717], [-0.396, 0.430, -1.683], [-1.260, 0.505, -0.199], [-0.301, 0.438, 0.945], [3.225, -1.410, -0.268], [-2.008, 1.350, -0.096], [-2.028, -0.248, -0.346], [0.363, 1.372, 0.878], [0.640, -0.409, -1.306], [-0.776, 0.261, 1.904], [0.628, -0.386, 0.890]]}

---

No. 7
{"formula": "C31H57BN4O16TlV", "method": "wB97M-V/def2-TZVPD", "de_lowest_kcal_mol": 73.7, "total_charge": 2, "e_tot_ev": -102821.4864, "gap_ev": 1.63, "species": ["Tl", "V", "O", "O", "O", "O", "O", "O", "O", "O", "O", "O", "O", "O", "O", "O", "O", "O", "N", "N", "N", "N", "C", "C", "C", "C", "C", "C", "C", "C", "C", "C", "C", "C", "C", "C", "C", "C", "C", "C", "C", "C", "C", "C", "C", "C", "C", "C", "C", "C", "C", "C", "C", "B", "H", "H", "H", "H", "H", "H", "H", "H", "H", "H", "H", "H", "H", "H", "H", "H", "H", "H", "H", "H", "H", "H", "H", "H", "H", "H", "H", "H", "H", "H", "H", "H", "H", "H", "H", "H", "H", "H", "H", "H", "H", "H", "H", "H", "H", "H", "H", "H", "H", "H", "H", "H", "H", "H", "H", "H", "H"], "positions_angstrom": [[-4.163, -0.084, 1.676], [-1.684, -4.573, -0.049], [-0.875, 1.189, -4.800], [-0.821, -5.714, 0.640], [-1.651, -0.498, 0.200], [-1.660, -3.486, -6.356], [-2.863, -5.133, -0.889], [-1.760, -0.609, -1.794], [0.725, -2.917, 1.285], [1.911, -3.409, -3.648], [-3.551, -0.565, -5.967], [-0.216, -4.747, -2.143], [-1.394, -2.358, -0.774], [-3.026, -2.623, -8.015], [-1.666, -4.020, -3.836], [-1.972, -1.809, -4.830], [-2.969, 1.393, 4.045], [0.202, -2.841, -4.910], [-1.506, -1.204, -0.756], [1.772, -2.353, 1.816], [-0.699, 2.588, -5.006], [-2.021, 0.738, 4.831], [-0.333, 0.892, 3.079], [4.481, -1.699, 2.747], [2.235, -0.780, -0.103], [-3.491, -0.539, 6.313], [3.986, -1.189, 1.381], [-3.225, 1.896, 6.867], [0.388, 0.879, 5.557], [-0.041, 1.065, 6.990], [-0.481, -4.117, -3.147], [0.102, 2.714, -2.637], [2.784, -1.928, 0.792], [-0.038, 2.842, -7.453], [-2.482, 0.648, 6.263], [0.459, 3.081, -4.114], [2.239, -3.065, 3.012], [3.354, -2.190, 3.642], [2.773, -4.418, 2.749], [-1.330, 0.203, 7.184], [1.697, 2.291, -4.574], [-2.375, 2.864, -6.839], [3.201, -3.076, -0.077], [0.379, 5.274, -5.482], [-2.563, -2.685, -6.876], [0.673, 4.628, -4.115], [0.703, -3.362, -3.894], [-0.930, 4.710, -6.117], [1.109, -3.085, 4.016], [-1.013, 3.168, -6.332], [-0.698, 2.930, 4.504], [-2.781, -1.532, -5.862], [-0.685, 1.385, 4.511], [-1.291, -3.137, -4.985], [2.061, 2.410, -5.594], [0.000, 1.648, -2.437], [-3.119, 3.210, -6.121], [3.861, -2.738, 4.436], [1.572, 1.238, -4.321], [-0.958, 5.239, -7.070], [3.632, -2.708, -1.007], [-0.944, 2.986, -2.488], [1.376, 1.180, 5.210], [-2.729, 3.404, -7.718], [0.769, 0.822, 7.678], [1.700, 4.939, -3.924], [-1.176, 3.245, 3.576], [1.270, -3.819, 4.806], [-0.089, 0.918, -5.279], [2.567, 2.477, -3.944], [0.333, 3.274, 4.430], [-0.165, 2.142, 7.110], [2.269, -3.584, -0.324], [0.000, 5.026, -3.356], [0.373, 6.362, -5.421], [-1.661, 0.444, 8.194], [-1.221, 3.233, 5.411], [-4.083, 2.296, 6.326], [1.050, 4.893, -6.252], [-2.857, 2.276, 4.405], [0.809, -2.131, 4.450], [-1.307, -0.878, 7.325], [3.679, -0.156, 1.548], [-2.541, 2.732, 7.013], [2.760, -5.013, 3.662], [-3.907, -0.617, 7.318], [2.833, -0.527, -0.978], [2.103, -5.018, 2.133], [-0.185, 3.548, -8.271], [-2.473, 1.800, -7.052], [5.201, -1.076, 3.278], [-4.312, -0.279, 5.645], [4.883, -1.192, 0.761], [1.308, -1.143, -0.547], [0.403, -0.175, 5.278], [-0.242, 1.844, -7.842], [-3.582, 1.787, 7.891], [-3.143, -1.470, 5.866], [2.822, -1.353, 4.094], [-1.075, 1.140, 2.321], [-0.139, -0.177, 2.994], [3.822, -4.460, 2.456], [3.814, -3.811, 0.445], [-1.740, 5.055, -5.474], [5.115, -2.477, 2.320], [1.876, 0.055, 0.499], [0.568, 1.396, 2.727], [-0.043, -2.383, 1.502], [1.010, 3.000, -7.198], [0.758, 2.989, -1.812], [0.174, -3.458, 3.600]]}

---

No. 8
{"formula": "C4H2OS2", "method": "wB97M-V/def2-TZVPD", "smiles": "S=C1C=COC1=S", "de_lowest_kcal_mol": 11.9, "e_tot_ev": -27896.1650, "gap_ev": 6.99, "species": ["S", "S", "O", "C", "C", "C", "C", "H", "H"], "positions_angstrom": [[0.921, -2.418, -0.069], [-2.453, -1.518, -0.021], [-1.153, 0.818, -0.194], [0.298, -0.917, -0.074], [-1.117, -0.552, -0.068], [1.033, 0.374, -0.097], [0.116, 1.307, -0.017], [0.235, 2.421, 0.361], [2.120, 0.486, 0.179]]}

---

No. 9
{"formula": "C14H26HfN3O4", "method": "wB97M-V/def2-TZVPD", "de_lowest_kcal_mol": 0.0, "total_charge": 3, "e_tot_ev": -28882.5781, "gap_ev": 9.62, "species": ["Hf", "O", "O", "O", "O", "N", "N", "N", "C", "C", "C", "C", "C", "C", "C", "C", "C", "C", "C", "C", "C", "C", "H", "H", "H", "H", "H", "H", "H", "H", "H", "H", "H", "H", "H", "H", "H", "H", "H", "H", "H", "H", "H", "H", "H", "H", "H", "H"], "positions_angstrom": [[-8.659, 3.802, 11.793], [-12.771, 4.769, 11.403], [-7.517, 1.868, 11.562], [-8.079, 4.360, 13.403], [-10.496, 4.592, 11.489], [-11.803, 2.909, 12.131], [-7.723, 5.139, 10.378], [-10.557, 2.265, 12.443], [-6.570, 3.909, 15.331], [-7.735, 4.547, 9.092], [-12.909, 6.223, 10.934], [-11.683, 4.158, 11.628], [-8.280, 3.112, 8.956], [-6.514, 6.047, 14.122], [-6.543, 7.014, 9.535], [-7.134, 6.327, 10.580], [-8.463, 5.620, 15.654], [-7.251, 1.129, 10.316], [-7.412, 5.012, 14.690], [-7.179, 2.097, 9.232], [-6.508, 6.467, 8.304], [-7.148, 5.204, 8.084], [-7.153, 4.745, 7.141], [-6.083, 6.998, 7.397], [-6.322, 0.592, 10.428], [-9.243, 3.042, 9.550], [-12.354, 6.307, 9.947], [-7.928, 5.906, 16.516], [-9.029, 6.470, 15.238], [-10.500, 1.324, 12.012], [-6.001, 7.903, 9.775], [-6.039, 6.567, 15.013], [-6.940, 1.513, 8.346], [-6.905, 1.571, 12.278], [-10.528, 2.113, 13.462], [-7.022, 6.904, 13.636], [-7.053, 6.747, 11.598], [-8.657, 3.038, 7.964], [-8.123, 0.465, 10.285], [-12.482, 6.938, 11.621], [-5.798, 3.630, 14.640], [-6.253, 2.667, 9.378], [-9.192, 4.843, 15.932], [-5.643, 5.537, 13.591], [-7.089, 3.012, 15.685], [-13.992, 6.323, 10.728], [-6.022, 4.235, 16.178], [-12.682, 2.466, 12.303]]}

---

No. 10
{"formula": "Cl4OP2S2", "method": "wB97M-V/def2-TZVPD", "smiles": "S=P(Cl)(Cl)OP(=S)(Cl)Cl", "de_lowest_kcal_mol": 0.0, "e_tot_ev": -92389.5501, "gap_ev": 9.14, "species": ["Cl", "Cl", "Cl", "Cl", "S", "S", "P", "P", "O"], "positions_angstrom": [[1.427, 1.940, 0.053], [2.391, -0.600, -1.589], [-2.245, 0.683, -1.657], [-2.411, -1.610, 0.325], [-1.409, 1.166, 1.563], [2.142, -0.986, 1.679], [1.615, -0.069, 0.041], [-1.498, 0.017, -0.013], [-0.012, -0.541, -0.402]]}

---

No. 11
{"formula": "C8H13N2O", "method": "wB97M-V/def2-TZVPD", "de_lowest_kcal_mol": 63.0, "total_charge": 1, "e_tot_ev": -13525.4307, "gap_ev": 8.21, "species": ["O", "N", "N", "C", "C", "C", "C", "C", "C", "C", "C", "H", "H", "H", "H", "H", "H", "H", "H", "H", "H", "H", "H", "H"], "positions_angstrom": [[2.847, 0.021, 0.836], [1.190, -0.526, -1.157], [-1.241, -0.456, 1.906], [-0.835, -0.437, -2.489], [-1.864, 1.539, -0.756], [3.878, -0.759, 2.947], [3.399, -0.395, 1.807], [-0.612, 0.981, -0.401], [-0.080, 0.004, -1.344], [-2.095, 0.031, -2.679], [-2.664, 0.963, -1.773], [1.950, 0.018, -0.587], [-2.169, -0.362, 2.187], [1.511, -1.071, -1.936], [0.050, 1.668, 0.110], [4.384, -0.081, 3.679], [-2.900, -0.293, -3.314], [-2.205, 2.199, -0.086], [-3.774, 1.239, -1.969], [-0.223, -1.216, -3.090], [-0.755, -0.344, 2.754], [-0.862, 0.462, 0.671], [-0.979, -1.396, 1.578], [4.049, -1.788, 3.108]]}

---

No. 12
{"formula": "CH17O8", "method": "wB97M-V/def2-TZVPD", "de_lowest_kcal_mol": 97.6, "total_charge": -1, "e_tot_ev": -17690.4047, "gap_ev": 7.88, "species": ["O", "O", "O", "O", "O", "O", "O", "O", "C", "H", "H", "H", "H", "H", "H", "H", "H", "H", "H", "H", "H", "H", "H", "H", "H", "H"], "positions_angstrom": [[-2.852, -1.461, -1.529], [-0.700, -0.435, -0.267], [1.930, 1.986, 2.387], [0.238, -1.170, -2.509], [4.257, -0.429, 0.123], [-0.385, -2.839, 0.624], [-2.034, 1.319, 1.429], [-1.842, 2.251, -1.440], [0.493, 0.218, 0.301], [3.604, -0.078, -0.585], [-0.377, -1.883, 0.663], [-1.349, -2.763, 1.038], [-2.231, -0.984, -1.087], [-2.753, 2.466, -0.984], [1.286, 1.305, 2.338], [0.266, 0.146, 1.407], [0.839, -1.938, -2.433], [-0.019, -0.781, -1.723], [1.282, -0.628, 0.409], [2.854, 1.645, 2.204], [-1.718, 1.321, 2.183], [0.530, 1.303, -0.239], [-1.339, 1.602, -0.823], [-1.373, 0.878, 0.864], [-3.565, -0.781, -1.926], [4.947, -0.264, -0.416]]}